Record 1
The following is a quantum chemistry calculation of a cluster of 2 separate species, C8H9NO2 in total in a non-equilibrium geometry, from OMol25.

```
! RIJCOSX wB97M-V def2-TZVPD def2/J DEFGRID3
* xyz 0 1
C -1.9518 -0.0596 1.3925
C -1.7601 0.5032 0.1934
N -1.9783 1.8739 0.0856
O -1.6339 2.4447 -0.9438
O -2.5033 2.4496 1.0589
H -1.5980 -1.0659 1.4021
H -2.1173 0.4137 2.2663
H -1.5492 -0.0559 -0.6947
C 1.5592 -0.7556 -1.7922
C 1.8161 0.4908 -1.1788
C 1.5561 0.6568 0.1830
C 0.9812 -0.3558 0.9783
C 0.6726 -1.5447 0.2858
C 1.0316 -1.7831 -0.9912
H 1.5880 -0.8532 -2.8660
H 2.0706 1.2300 -1.8516
H 1.9862 1.5105 0.6394
H 0.8236 -0.1004 2.0805
H 0.3630 -2.3126 1.1180
H 0.6439 -2.6864 -1.3656
*
```

Calculated values
HOMO ... -9.5 eV
Kohn-Sham gap ... 8.76 eV

natural (NBO) charges in e: atom 1 (C): -0.265, atom 2 (C): -0.107, atom 3 (N): 0.476, atom 4 (O): -0.361, atom 5 (O): -0.402, atom 6 (H): 0.204, atom 7 (H): 0.218, atom 8 (H): 0.237, atom 9 (C): -0.201, atom 10 (C): -0.203, atom 11 (C): -0.222, atom 12 (C): -0.206, atom 13 (C): -0.248, atom 14 (C): -0.226, atom 15 (H): 0.217, atom 16 (H): 0.215, atom 17 (H): 0.213, atom 18 (H): 0.229, atom 19 (H): 0.215, atom 20 (H): 0.216

***

Record 2
The following is a quantum chemistry calculation of a cluster of 2 separate species, CH3I2NS in total in a non-equilibrium geometry, from OMol25.

```
! RIJCOSX wB97M-V def2-TZVPD def2/J DEFGRID3
* xyz 0 1
C 1.0872 0.7791 0.5853
N 1.0969 -0.2008 -0.3527
S -0.8912 -1.2405 -1.1695
I -2.3266 -3.1826 -0.8026
I -2.3377 0.5962 -0.7885
H 1.8761 1.4895 0.2834
H 1.3476 0.4056 1.5911
H 0.1477 1.3534 0.6535
*
```

Calculated values
HOMO ... -8.5 eV
Kohn-Sham gap ... 6.69 eV

natural (NBO) charges in e: atom 1 (C): -0.562, atom 2 (N): -0.241, atom 3 (S): -0.044, atom 4 (I): 0.044, atom 5 (I): 0.121, atom 6 (H): 0.304, atom 7 (H): 0.176, atom 8 (H): 0.203

***

Record 3
The following is a quantum chemistry calculation of a cluster of 2 separate species, C2ClF4NO in total in a non-equilibrium geometry, from OMol25.

```
! RIJCOSX wB97M-V def2-TZVPD def2/J DEFGRID3
* xyz 0 1
C 0.0777 -0.1491 -1.2403
C -0.2143 0.4188 0.0309
N 0.5053 0.1319 1.2007
O 0.4101 -1.2464 -1.3888
F 0.0062 0.7519 -2.2008
F -1.7976 -0.4026 0.2437
F 0.8279 -1.1842 1.4609
F -0.0132 0.6286 2.3782
Cl -0.5162 2.0752 0.0140
*
```

Calculated values
HOMO ... -11.9 eV
Kohn-Sham gap ... 10.17 eV

natural (NBO) charges in e: atom 1 (C): 0.795, atom 2 (C): 0.236, atom 3 (N): 0.295, atom 4 (O): -0.420, atom 5 (F): -0.289, atom 6 (F): -0.477, atom 7 (F): -0.159, atom 8 (F): -0.159, atom 9 (Cl): 0.178

***

Record 4
The following is a quantum chemistry calculation of a structure of composition C17H31F3O2P2Pd in a non-equilibrium geometry, from OMol25.

```
! RIJCOSX wB97M-V def2-TZVPD def2/J DEFGRID3
* xyz 0 3
P 0.1475 4.8975 -2.6435
P 2.4565 2.5796 -4.4045
C 1.4976 5.3023 -3.8851
C 1.7449 4.2654 -4.9801
H 2.3930 5.5409 -3.2953
H 1.1384 6.2547 -4.3321
H 0.8458 4.0749 -5.6065
H 2.5138 4.6918 -5.6802
C 4.2158 3.1179 -4.1703
H 4.7904 2.2823 -3.7342
H 4.3378 4.0183 -3.5304
H 4.6117 3.3414 -5.1661
C 2.3880 1.7505 -5.9957
H 3.1402 2.1874 -6.6558
H 1.3766 1.8803 -6.4365
H 2.6014 0.6851 -5.8265
C 0.2447 6.4885 -1.7730
H -0.4184 6.4677 -0.8897
H -0.0923 7.2371 -2.5017
H 1.3051 6.6795 -1.4866
C -1.3740 5.1053 -3.6799
H -1.3741 4.4602 -4.5921
H -1.3887 6.1673 -3.9788
H -2.2600 4.8786 -3.0516
Pd -0.0970 0.5920 -0.4201
C 1.7510 0.9321 -3.3008
C 2.1936 1.3433 -1.9830
C 2.1898 2.7283 -1.4691
C 1.2261 3.3138 -0.3613
C -0.2416 3.2693 -0.6755
C -0.8709 2.4596 -1.6513
C -0.3945 2.1538 -3.0716
C 0.1999 0.7775 -3.4548
C -1.7046 0.4743 0.6341
H 2.3803 0.1614 -3.8086
H 2.8520 0.6906 -1.3548
H 2.0436 3.4829 -2.3224
H 3.2105 2.9761 -1.1299
H 1.4562 2.8362 0.6048
H 1.4751 4.3889 -0.1768
H -0.9143 3.7153 0.0746
H -1.9743 2.5127 -1.5939
H 0.4738 2.7900 -3.3110
H -1.1871 2.4683 -3.8001
H -0.3483 0.0256 -2.8655
H -0.1208 0.5819 -4.5082
H -1.8516 -0.6127 0.6765
H -2.5209 1.0313 0.1424
H -1.3196 0.9463 1.5533
F 3.2525 -1.6323 2.4433
C 2.2052 -1.1039 1.7920
F 1.1898 -0.9897 2.7106
F 2.5499 0.1947 1.4523
C 1.7255 -1.9849 0.5344
O 2.0221 -3.1703 0.6237
O 1.0471 -1.3761 -0.3703
*
```

Calculated values
HOMO (spin up / spin down) ... -4.9 / -7.2 eV
Kohn-Sham gap (spin up / spin down) ... 4.22 / 5.72 eV

natural (NBO) charges in e: atom 1 (P): 0.948, atom 2 (P): 1.358, atom 3 (C): -0.765, atom 4 (C): -0.681, atom 5 (H): 0.224, atom 6 (H): 0.222, atom 7 (H): 0.240, atom 8 (H): 0.245, atom 9 (C): -0.950, atom 10 (H): 0.261, atom 11 (H): 0.265, atom 12 (H): 0.250, atom 13 (C): -0.990, atom 14 (H): 0.245, atom 15 (H): 0.262, atom 16 (H): 0.251, atom 17 (C): -0.973, atom 18 (H): 0.246, atom 19 (H): 0.208, atom 20 (H): 0.238, atom 21 (C): -0.969, atom 22 (H): 0.231, atom 23 (H): 0.215, atom 24 (H): 0.251, atom 25 (Pd): 0.459, atom 26 (C): -0.291, atom 27 (C): -0.176, atom 28 (C): -0.492, atom 29 (C): -0.441, atom 30 (C): -0.223, atom 31 (C): -0.302, atom 32 (C): -0.497, atom 33 (C): -0.445, atom 34 (C): -0.852, atom 35 (H): 0.242, atom 36 (H): 0.259, atom 37 (H): 0.200, atom 38 (H): 0.233, atom 39 (H): 0.250, atom 40 (H): 0.205, atom 41 (H): 0.224, atom 42 (H): 0.219, atom 43 (H): 0.212, atom 44 (H): 0.225, atom 45 (H): 0.291, atom 46 (H): 0.209, atom 47 (H): 0.199, atom 48 (H): 0.172, atom 49 (H): 0.189, atom 50 (F): -0.319, atom 51 (C): 0.867, atom 52 (F): -0.340, atom 53 (F): -0.363, atom 54 (C): 0.695, atom 55 (O): -0.642, atom 56 (O): -0.803

***

Looking at energy above the lowest of the compared OMol25 structures with the same formula, charge and spin for the records above, in order, we have 478.9, 296.0, 289.4, 360.7 kJ/mol.
Looking at total energy for the records above, in order, we have -14021.9301, -29607.9058, -28997.7797, -52428.7836 eV.